[1]
{
  "formula": "C4H8O2",
  "method": "ωB97M-V/def2-TZVPD",
  "symbols": ["C", "O", "C", "C", "C", "O", "H", "H", "H", "H", "H", "H", "H", "H"],
  "coordinates": [[2.2024, -0.0586, -0.0905], [1.3244, 0.0117, -1.1959], [0.0261, 0.2084, -0.8587], [-1.9353, -0.6489, 0.5603], [-0.4675, 1.1441, -0.0505], [-1.6851, 0.8582, 0.4892], [3.1899, -0.2244, -0.5192], [2.2104, 0.8657, 0.4983], [1.9451, -0.8889, 0.5856], [-0.6846, -0.3564, -1.4490], [-1.6831, -1.4372, -0.1980], [-1.4385, -0.9670, 1.4792], [-3.0091, -0.6203, 0.6128], [0.0048, 2.1135, 0.1367]],
  "atomic_forces_ev_per_a": [[0.38, 0.08, 0.17], [0.35, 0.31, -0.43], [0.18, 0.54, -0.71], [-0.48, 1.00, 0.54], [0.47, -0.52, -0.37], [-0.38, -1.69, -0.67], [0.02, 0.00, 0.15], [0.05, -0.11, -0.15], [-0.05, 0.12, -0.23], [0.35, -0.57, 0.27], [0.05, 1.61, 0.14], [-0.27, 0.07, 0.08], [-0.41, -0.36, 0.52], [-0.26, -0.49, 0.67]],
  "homo_lumo_gap_ha": 0.3251,
  "charge": 0,
  "fmax_ev_per_a": 1.85,
  "smiles": "CO/C=C/OC",
  "total_energy_ev": -8369.410,
  "relative_energy_ev": 3.871
}



[2]
{
  "formula": "C4H8O2",
  "method": "ωB97M-V/def2-TZVPD",
  "symbols": ["C", "C", "C", "O", "C", "O", "H", "H", "H", "H", "H", "H", "H", "H"],
  "coordinates": [[-1.9372, 0.4878, -0.3384], [-0.8907, -0.7743, 0.0273], [0.3873, -0.0019, 0.1572], [0.2751, 1.1996, 0.3185], [1.8303, -0.4733, 0.0482], [2.6201, 0.6294, -0.2908], [-1.9006, 1.3909, 0.3258], [-2.9436, 0.1042, -0.2460], [-1.7432, 0.9239, -1.3293], [-0.6985, -1.7635, -0.5014], [-1.2732, -1.1186, 0.9913], [2.1036, -0.8791, 1.0380], [1.9728, -1.2692, -0.6900], [2.0808, 1.3998, -0.0215]],
  "atomic_forces_ev_per_a": [[0.02, -1.19, -0.20], [-0.61, 1.19, 0.18], [0.13, 0.86, 0.31], [0.85, 0.17, 0.22], [-0.12, -0.32, -0.02], [0.23, -0.02, 0.14], [0.45, -1.51, -0.12], [-0.34, -0.17, -0.44], [-0.14, -0.60, 0.15], [-0.90, 1.61, -0.33], [0.41, 0.13, 0.29], [-0.03, -0.06, -0.12], [-0.14, 0.07, 0.06], [0.18, -0.17, -0.10]],
  "homo_lumo_gap_ha": 0.4000,
  "charge": 0,
  "fmax_ev_per_a": 1.87,
  "smiles": "CCC(=O)CO",
  "total_energy_ev": -8371.294,
  "relative_energy_ev": 1.987
}



[3]
{
  "formula": "C4H8O2",
  "method": "ωB97M-V/def2-TZVPD",
  "symbols": ["O", "C", "C", "C", "O", "C", "H", "H", "H", "H", "H", "H", "H", "H"],
  "coordinates": [[-0.3018, 1.7235, 0.8552], [-0.3492, 0.9082, -0.3002], [0.9695, 0.1647, -0.5373], [0.8163, -1.0757, 0.3565], [-0.5821, -1.2374, 0.5982], [-1.3100, -0.2644, -0.1381], [-0.2172, 1.1363, 1.6187], [-0.6222, 1.5677, -1.1276], [1.8260, 0.7892, -0.2721], [1.0616, -0.1233, -1.5903], [1.3143, -0.9498, 1.3268], [1.2204, -1.9824, -0.1094], [-1.6235, -0.6576, -1.1177], [-2.2021, 0.0011, 0.4373]],
  "atomic_forces_ev_per_a": [[0.02, -0.12, 0.25], [-0.06, -0.14, -0.31], [0.05, 0.01, -0.03], [0.29, 0.00, 0.00], [-0.05, -0.07, 0.10], [-0.18, 0.17, -0.10], [-0.03, 0.14, -0.04], [0.04, -0.10, 0.10], [-0.11, -0.11, -0.03], [-0.05, 0.05, 0.15], [-0.05, -0.01, -0.14], [-0.09, 0.13, 0.04], [0.10, 0.03, 0.12], [0.12, -0.01, -0.10]],
  "homo_lumo_gap_ha": 0.3910,
  "charge": 0,
  "fmax_ev_per_a": 0.35,
  "smiles": "O[C@H]1CCOC1",
  "total_energy_ev": -8372.089,
  "relative_energy_ev": 1.193
}



[4]
{
  "formula": "C4H8O2",
  "method": "ωB97M-V/def2-TZVPD",
  "symbols": ["C", "C", "C", "O", "C", "O", "H", "H", "H", "H", "H", "H", "H", "H"],
  "coordinates": [[0.6878, 1.4027, -0.6077], [0.7005, 0.1756, 0.2884], [-0.5885, 0.0183, 1.0888], [-1.4415, -0.6196, 0.1555], [-0.6148, -1.5111, -0.5462], [0.7095, -1.0174, -0.4926], [1.5915, 1.4399, -1.2237], [-0.1845, 1.3598, -1.2695], [0.6316, 2.3221, -0.0121], [1.5875, 0.1583, 0.9304], [-0.4300, -0.6147, 1.9746], [-1.0449, 0.9661, 1.3854], [-0.6309, -2.5133, -0.0913], [-0.9734, -1.5667, -1.5799]],
  "atomic_forces_ev_per_a": [[0.01, 0.08, -0.07], [0.03, 0.22, 0.14], [0.09, 0.11, 0.20], [-0.04, -0.01, -0.02], [-0.13, -0.33, -0.19], [0.03, -0.03, -0.04], [-0.14, -0.02, 0.08], [0.13, 0.06, 0.10], [0.04, -0.15, -0.09], [-0.11, 0.01, -0.08], [-0.04, 0.07, -0.10], [0.07, -0.15, -0.04], [0.00, 0.11, 0.00], [0.06, 0.03, 0.11]],
  "homo_lumo_gap_ha": 0.3971,
  "charge": 0,
  "fmax_ev_per_a": 0.40,
  "smiles": "C[C@H]1COCO1",
  "total_energy_ev": -8371.981,
  "relative_energy_ev": 1.301
}



[5]
{
  "formula": "C4H8O2",
  "method": "ωB97M-V/def2-TZVPD",
  "symbols": ["C", "C", "C", "O", "C", "O", "H", "H", "H", "H", "H", "H", "H", "H"],
  "coordinates": [[-1.6551, -1.0147, 0.7428], [-0.5107, -0.0226, 0.6728], [1.3940, 0.5856, -0.8807], [2.0902, 1.1623, 0.1969], [-0.0816, 0.3006, -0.6651], [-0.7706, 0.0487, -1.6608], [-2.6259, -0.5529, 0.6371], [-1.7000, -1.6623, 1.6254], [-1.5878, -1.6727, -0.1296], [0.1373, 0.0665, 1.5424], [1.7728, -0.4045, -1.1816], [1.4732, 1.2629, -1.7243], [2.5349, 0.4761, 0.6988], [-0.4707, 1.4270, 0.1259]],
  "atomic_forces_ev_per_a": [[-0.33, 0.31, -0.15], [-0.13, 0.92, -0.39], [0.08, 0.12, -0.50], [0.09, -0.08, 0.32], [0.74, -1.40, -0.50], [-0.06, 0.23, -0.03], [-0.33, 0.23, 0.03], [0.38, 0.58, 0.14], [0.19, 0.21, -0.08], [0.13, 0.28, -0.46], [0.20, 0.36, 0.06], [0.07, -0.02, -0.21], [0.02, 0.00, 0.04], [-1.05, -1.73, 1.75]],
  "homo_lumo_gap_ha": 0.3414,
  "charge": 0,
  "fmax_ev_per_a": 2.67,
  "total_energy_ev": -8369.553,
  "relative_energy_ev": 3.728
}



[6]
{
  "formula": "C4H8O2",
  "method": "ωB97M-V/def2-TZVPD",
  "symbols": ["C", "C", "O", "C", "O", "C", "H", "H", "H", "H", "H", "H", "H", "H"],
  "coordinates": [[-0.4856, 1.3549, 0.9553], [-0.4857, -0.0770, 0.5236], [-1.3822, -0.9114, 1.2124], [0.1508, -0.6453, -0.5079], [-0.0758, -1.9552, -0.8102], [1.1289, -0.0100, -1.4421], [0.3051, 1.9321, 0.4695], [-0.3469, 1.4410, 2.0407], [-1.4474, 1.8254, 0.7156], [-0.9929, -1.1149, 2.0745], [-0.7907, -2.2317, -0.2107], [0.6839, 0.1244, -2.4340], [1.9926, -0.6733, -1.5580], [1.4791, 0.9586, -1.0799]],
  "atomic_forces_ev_per_a": [[0.04, 0.04, 0.00], [0.19, 0.02, -0.28], [0.07, -0.02, 0.19], [0.02, 0.36, 0.14], [-0.18, -0.11, 0.13], [0.01, 0.05, 0.01], [-0.12, -0.11, 0.06], [0.01, -0.04, -0.15], [0.13, -0.06, 0.05], [-0.18, 0.04, -0.10], [0.16, -0.08, -0.14], [0.04, -0.03, 0.12], [-0.11, 0.10, 0.03], [-0.09, -0.15, -0.05]],
  "homo_lumo_gap_ha": 0.3299,
  "charge": 0,
  "fmax_ev_per_a": 0.39,
  "smiles": "C/C(O)=C(\\C)O",
  "total_energy_ev": -8372.136,
  "relative_energy_ev": 1.146
}



[7]
{
  "formula": "C4H8O2",
  "method": "ωB97M-V/def2-TZVPD",
  "symbols": ["C", "C", "O", "C", "C", "O", "H", "H", "H", "H", "H", "H", "H", "H"],
  "coordinates": [[0.1399, 1.3117, -0.3571], [0.2298, 2.0173, 0.7398], [1.1576, -0.9421, 0.7113], [-0.1164, -1.4850, 0.4307], [-0.7278, -0.8239, -0.7858], [-0.9632, 0.5522, -0.6176], [0.8814, 1.5006, -1.1335], [1.4934, -0.6184, -0.1419], [1.1127, 2.6211, 0.8953], [-0.6275, 2.0164, 1.3958], [-0.7799, -1.3613, 1.2964], [-0.0397, -2.5607, 0.2207], [-1.7065, -1.2484, -1.0096], [-0.0539, -0.9795, -1.6445]],
  "atomic_forces_ev_per_a": [[-0.01, 0.73, -0.37], [-0.20, 0.54, 0.24], [0.20, -0.26, -0.33], [-0.32, -0.23, -0.11], [0.01, -0.24, -0.21], [-0.15, 0.33, -0.10], [-0.01, -0.80, -0.30], [0.18, -0.16, 0.61], [-0.24, 0.19, 0.18], [0.28, -0.01, 0.52], [0.31, 0.11, -0.05], [-0.05, 0.01, 0.05], [0.11, -0.16, -0.08], [-0.11, -0.06, -0.04]],
  "homo_lumo_gap_ha": 0.3698,
  "charge": 0,
  "fmax_ev_per_a": 0.86,
  "smiles": "C=COCCO",
  "total_energy_ev": -8370.818,
  "relative_energy_ev": 2.464
}



[8]
{
  "formula": "C4H8O2",
  "method": "ωB97M-V/def2-TZVPD",
  "symbols": ["O", "C", "C", "C", "O", "C", "H", "H", "H", "H", "H", "H", "H", "H"],
  "coordinates": [[-0.2143, 0.6551, 2.2787], [-0.8789, 0.4164, 1.0443], [0.1681, 0.0754, -0.0035], [0.5888, -1.3411, -0.4364], [0.4797, -0.9397, -1.8364], [0.2234, 0.3737, -1.4982], [-0.8844, 0.7766, 2.9641], [-1.4309, 1.3101, 0.7123], [-1.6350, -0.3834, 1.1875], [1.0708, 0.7803, -0.2850], [1.6259, -1.6151, -0.2011], [-0.0702, -2.2021, -0.2358], [1.4009, 1.1175, -1.5950], [-0.4438, 0.9763, -2.0955]],
  "atomic_forces_ev_per_a": [[-0.11, 0.05, 0.21], [0.09, 0.06, -0.70], [1.38, 1.05, -0.07], [0.16, 0.06, -0.15], [-0.07, -0.46, -0.37], [2.09, 1.82, -1.74], [0.17, -0.03, -0.14], [0.12, -0.06, 0.10], [0.43, 0.13, -0.33], [-0.78, -1.22, 4.51], [-0.20, -0.03, 0.00], [0.07, 0.48, 0.10], [-2.74, -1.59, -1.15], [-0.61, -0.27, -0.27]],
  "homo_lumo_gap_ha": 0.3560,
  "charge": 0,
  "fmax_ev_per_a": 4.74,
  "total_energy_ev": -8367.925,
  "relative_energy_ev": 5.356
}



[9]
{
  "formula": "C4H8O2",
  "method": "ωB97M-V/def2-TZVPD",
  "symbols": ["C", "C", "O", "C", "O", "C", "H", "H", "H", "H", "H", "H", "H", "H"],
  "coordinates": [[-1.2035, -0.3955, 1.5022], [0.3476, 0.0098, 0.7680], [1.6992, -0.5151, 0.7921], [-0.1596, 0.3213, -0.6112], [-1.3588, 0.4875, -0.6909], [0.6474, 0.4517, -1.8742], [-2.0430, 0.3423, 1.3768], [-1.0111, -0.4270, 2.5626], [-1.6474, -1.3269, 1.1300], [0.5102, 0.9100, 1.3474], [1.8439, -1.3531, 0.3277], [0.3539, 1.4168, -2.2995], [0.2926, -0.3169, -2.5715], [1.7285, 0.3952, -1.7595]],
  "atomic_forces_ev_per_a": [[1.32, -0.51, 0.40], [-1.54, 0.40, 0.42], [-1.25, -0.62, 0.50], [-0.81, 0.35, -0.35], [0.13, 0.35, -1.26], [0.16, 0.02, -0.04], [1.66, -0.24, -0.21], [0.13, -0.51, 0.45], [0.55, 0.02, 0.15], [-0.04, 0.59, -0.35], [-0.60, 0.18, 0.11], [0.19, -0.15, -0.03], [0.16, 0.11, 0.12], [-0.07, -0.01, 0.08]],
  "homo_lumo_gap_ha": 0.3712,
  "charge": 0,
  "fmax_ev_per_a": 1.69,
  "smiles": "CC(=O)[C@@H](C)O",
  "total_energy_ev": -8370.665,
  "relative_energy_ev": 2.617
}